Entry from OMol25: C30H30Cl5N7NaO3P as an isolated structure (wB97M-V/def2-TZVPD).

The calculation puts the energy relative to the best compared isomer or geometry (same formula, charge and spin) at 0.0000 eV. The LUMO energy is -0.003 Ha. As for the max |F|: 0.00505 hartree/bohr. For the HOMO-LUMO gap, the calculation gives 0.255 Eh.

Each line ends with the Löwdin charge.
CARTESIAN COORDINATES (ANGSTROEM)
Na: 1.533 -0.511 -0.616  0.160
Cl: 4.577 0.796 -4.166  0.766
C: 4.587 1.696 -2.701  -0.599
C: 3.415 1.756 -1.954  -0.384
C: 3.399 2.461 -0.756  -0.591
Cl: 1.947 2.436 0.156  0.836
C: 4.546 3.093 -0.292  -0.704
Cl: 4.518 3.923 1.211  0.704
C: 5.722 3.023 -1.037  -0.712
Cl: 7.152 3.778 -0.459  0.697
C: 5.741 2.325 -2.245  -0.697
Cl: 7.190 2.228 -3.164  0.702
C: 2.061 0.416 4.599  -0.057
N: 1.469 0.148 3.294  -0.158
C: 0.061 -0.215 3.382  -0.062
C: 2.207 -0.530 2.334  -0.443
N: 1.809 -1.512 1.629  0.165
N: 3.483 0.022 2.153  0.129
C: 4.328 -0.190 1.068  -0.508
N: 5.597 0.294 1.338  0.150
N: 3.934 -0.676 -0.041  0.164
H: 1.529 1.245 5.066  0.090
H: 3.111 0.687 4.529  0.074
H: 1.982 -0.458 5.257  0.095
H: -0.449 0.530 3.991  0.091
H: -0.087 -1.198 3.848  0.101
H: -0.390 -0.207 2.390  0.061
H: 0.882 -1.828 1.891  0.060
H: 3.620 0.917 2.596  0.118
H: 5.934 0.164 2.279  0.101
H: 6.289 0.131 0.625  0.102
H: 4.718 -0.815 -0.673  0.082
O: 1.919 -2.813 -1.042  -0.112
N: 0.566 -3.102 -0.743  0.047
C: -0.177 -2.763 -1.707  -0.138
C: -1.639 -3.003 -1.608  -0.182
C: -2.101 -4.266 -1.975  -0.036
C: -3.451 -4.567 -1.954  -0.081
C: -4.356 -3.594 -1.555  -0.076
C: -3.895 -2.347 -1.169  -0.082
C: -2.538 -2.021 -1.187  -0.189
P: -2.035 -0.339 -0.617  0.654
C: -3.163 0.840 -1.466  -0.228
C: -2.688 1.613 -2.525  -0.063
C: -3.507 2.525 -3.174  -0.084
C: -4.829 2.676 -2.784  -0.095
C: -5.318 1.918 -1.731  -0.083
C: -4.490 1.019 -1.074  -0.101
C: -2.879 -0.381 1.078  -0.280
C: -3.082 0.832 1.742  -0.109
C: -3.453 0.872 3.078  -0.099
C: -3.619 -0.310 3.790  -0.108
C: -3.406 -1.524 3.153  -0.095
C: -3.038 -1.554 1.813  -0.087
H: 2.323 -2.757 -0.159  0.048
H: 0.234 -2.332 -2.617  0.139
H: -1.383 -5.017 -2.283  0.114
H: -3.792 -5.551 -2.246  0.101
H: -5.417 -3.809 -1.537  0.103
H: -4.613 -1.610 -0.837  0.095
H: -1.661 1.487 -2.835  0.079
H: -3.112 3.116 -3.991  0.099
H: -5.473 3.382 -3.294  0.099
H: -6.346 2.032 -1.409  0.101
H: -4.886 0.471 -0.230  0.095
H: -2.941 1.761 1.202  0.108
H: -3.611 1.826 3.566  0.099
H: -3.913 -0.284 4.832  0.097
H: -3.526 -2.452 3.699  0.099
H: -2.862 -2.513 1.340  0.104
C: 1.357 1.784 -3.107  -0.024
O: 2.326 1.044 -2.330  -0.180
H: 1.785 2.034 -4.078  0.090
H: 1.072 2.689 -2.569  0.092
H: 0.499 1.126 -3.197  0.072
O: -0.695 -0.188 -1.690  -0.414
N: -0.602 0.118 -0.104  -0.123


Entry from OMol25: a 6-piece molecular cluster, C30H30ClO10 overall in a non-equilibrium geometry (wB97M-V/def2-TZVPD).

As for the net charge: -1. The calculation puts the energy relative to the best compared isomer or geometry (same formula, charge and spin) at 2.3441 eV. The LUMO energy is 0.078 Ha. As for the max |F|: 0.24678 hartree/bohr. For the HOMO-LUMO gap, the calculation gives 0.279 Eh.

Each line ends with the Löwdin charge.
CARTESIAN COORDINATES (ANGSTROEM)
Cl: -5.632 -18.185 34.072  -0.054
C: -5.826 -22.190 37.942  0.034
C: -5.154 -21.097 37.132  0.020
C: -4.120 -21.469 36.245  -0.331
C: -3.551 -22.819 36.281  0.026
C: -4.253 -23.792 37.026  -0.053
C: -5.323 -23.536 37.814  -0.453
O: -5.794 -24.494 38.545  0.029
O: -3.563 -20.534 35.482  0.040
H: -6.737 -22.012 38.528  0.100
H: -5.605 -20.082 37.152  0.114
H: -2.787 -23.227 35.658  0.093
H: -3.772 -24.735 37.008  0.098
H: -5.650 -24.288 39.511  0.146
H: -4.204 -19.933 35.214  -0.044
C: -5.650 -13.432 32.307  0.070
C: -6.185 -14.729 33.062  0.015
C: -7.515 -14.972 33.078  -0.306
C: -8.431 -14.196 32.359  0.018
C: -7.951 -12.948 31.741  -0.014
C: -6.611 -12.623 31.660  -0.403
O: -6.254 -11.543 30.982  0.077
O: -8.025 -16.078 33.859  0.030
H: -4.590 -13.378 32.281  0.080
H: -5.257 -15.210 33.496  0.099
H: -9.456 -14.359 32.342  0.083
H: -8.716 -12.361 31.245  0.101
H: -6.716 -11.472 30.215  0.050
H: -7.561 -16.769 33.936  -0.163
C: -9.844 -22.468 35.721  0.014
C: -8.422 -22.355 35.091  0.007
C: -8.043 -21.232 34.351  -0.314
C: -8.968 -20.151 34.074  0.058
C: -10.244 -20.201 34.683  0.036
C: -10.716 -21.309 35.525  -0.327
O: -11.910 -21.180 36.134  0.037
O: -6.837 -21.121 33.782  0.056
H: -9.990 -23.539 36.147  0.110
H: -7.720 -23.139 35.099  0.079
H: -8.808 -19.426 33.517  0.018
H: -10.937 -19.578 34.702  0.021
H: -11.975 -22.078 36.459  0.090
H: -6.394 -20.382 33.740  -0.118
C: 1.191 -15.955 34.402  0.039
C: -0.239 -15.686 35.064  0.016
C: -1.328 -16.538 34.780  -0.307
C: -1.229 -17.603 33.753  0.045
C: 0.130 -17.875 33.176  -0.016
C: 1.259 -17.056 33.460  -0.340
O: 2.521 -17.322 32.931  -0.036
O: -2.595 -16.411 35.287  0.048
H: 1.905 -15.308 34.963  0.093
H: -0.415 -15.161 35.941  0.063
H: -2.084 -18.297 33.510  0.116
H: 0.085 -18.671 32.495  0.071
H: 2.576 -18.046 32.218  0.139
H: -3.277 -16.833 34.922  -0.045
C: -7.258 -19.239 28.861  0.014
C: -7.947 -18.547 27.822  -0.016
C: -8.264 -17.197 27.969  -0.422
C: -7.631 -16.453 29.090  0.041
C: -6.911 -17.207 30.077  -0.005
C: -6.779 -18.556 29.990  -0.355
O: -6.249 -19.292 30.946  0.104
O: -8.865 -16.570 27.034  0.024
H: -7.209 -20.230 28.742  0.065
H: -8.520 -18.874 26.850  0.145
H: -7.641 -15.403 29.170  0.073
H: -6.498 -16.735 30.920  0.088
H: -6.414 -18.975 31.720  -0.082
H: -9.426 -15.725 27.155  0.173


Entry from OMol25: C30H30F5N2O2PdSSbTe as an isolated structure in a non-equilibrium geometry (wB97M-V/def2-TZVPD).

As for the net charge: +2. The LUMO energy (spin up / spin down) is -0.220 / -0.357 Ha. As for the max |F|: 0.11109 hartree/bohr. For the HOMO-LUMO gap (spin up / spin down), the calculation gives 0.269 / 0.133 Eh. As for the spin multiplicity: 5.

Each line ends with the Löwdin charge.
CARTESIAN COORDINATES (ANGSTROEM)
Pd: 0.656 -0.872 0.703  0.872
C: 3.791 -5.217 4.105  -0.050
C: 2.979 -5.374 2.900  -0.180
N: 3.209 -4.298 1.948  -0.059
C: 4.275 -4.329 0.963  -0.239
C: 4.161 -5.212 -0.272  -0.050
C: 2.363 -3.265 2.050  -0.484
S: 2.365 -2.325 0.531  0.966
N: 1.561 -2.981 3.141  0.166
C: 1.102 -1.819 3.411  -0.451
O: 1.131 -0.690 2.794  -0.095
C: 0.501 -1.627 4.746  -0.159
C: 0.873 -2.302 5.914  -0.009
C: 0.473 -1.993 7.263  -0.028
C: -0.446 -0.925 7.496  -0.030
C: -0.698 -0.163 6.331  -0.056
C: -0.292 -0.527 5.012  -0.023
H: 3.560 -5.889 4.876  0.083
H: 3.802 -4.227 4.598  0.101
H: 4.794 -5.443 3.883  0.073
H: 1.905 -5.505 3.049  0.147
H: 3.244 -6.264 2.461  0.109
H: 5.135 -4.680 1.487  0.133
H: 4.423 -3.325 0.540  0.069
H: 4.003 -6.264 -0.068  0.084
H: 5.095 -5.192 -0.791  0.083
H: 3.375 -4.835 -0.981  0.093
H: 1.554 -3.099 5.748  0.084
H: 0.948 -2.597 8.020  0.100
H: -0.864 -0.568 8.471  0.129
H: -1.504 0.595 6.378  0.114
H: -0.617 0.077 4.173  0.109
C: -1.828 7.386 -3.385  -0.070
C: -0.810 6.482 -3.677  -0.036
C: -1.061 5.127 -3.376  -0.149
C: -2.319 4.735 -2.916  -0.412
C: -3.290 5.690 -2.635  -0.102
C: -3.115 7.018 -3.041  -0.047
Sb: -2.412 2.689 -2.621  1.809
C: -2.654 1.876 -4.484  -0.412
C: -2.236 2.706 -5.566  -0.071
C: -2.468 2.153 -6.816  -0.042
C: -2.982 0.859 -6.867  -0.065
C: -3.359 0.050 -5.811  -0.035
C: -3.121 0.607 -4.535  -0.141
C: -0.602 2.292 -1.591  -0.398
C: 0.154 1.170 -1.905  -0.112
C: 1.317 0.945 -1.119  -0.168
C: 1.731 1.790 -0.072  -0.071
C: 0.953 2.940 0.104  -0.033
C: -0.230 3.147 -0.609  -0.119
H: -1.678 8.435 -3.707  0.128
H: 0.145 6.838 -4.054  0.118
H: -0.298 4.387 -3.376  0.082
H: -4.272 5.376 -2.354  0.098
H: -3.964 7.732 -3.019  0.134
H: -1.781 3.637 -5.498  0.074
H: -2.239 2.650 -7.717  0.107
H: -3.049 0.481 -7.899  0.126
H: -3.638 -0.969 -6.031  0.118
H: -3.336 -0.028 -3.596  0.120
H: -0.119 0.451 -2.666  0.112
H: 2.010 0.214 -1.625  0.122
H: 2.568 1.544 0.578  0.115
H: 1.089 3.661 0.873  0.113
H: -0.851 4.042 -0.367  0.135
F: -4.358 -0.250 -0.084  -0.329
Te: -2.707 -1.073 0.141  1.803
F: -2.353 -0.359 -1.594  -0.414
F: -2.007 0.650 0.628  -0.392
F: -3.247 -1.592 1.851  -0.328
F: -3.374 -2.503 -0.692  -0.305
O: -1.062 -1.851 0.251  -0.664